The following is a quantum chemistry calculation of a cluster of 2 separate species, C3H8NO in total, from OMol25.

The calculation puts the energy above the lowest of the compared OMol25 structures with the same formula, charge and spin at 1.197 eV. The value obtained for the HOMO-LUMO gap is 9.137 eV. The highest occupied orbital energy comes out at -0.53861 Eh. The energy is -6769.9723 eV. As for the charge: +1.

```
13
Properties=species:S:1:pos:R:3:forces:R:3:nbo_charge:R:1
C -1.00118 -0.66924 -0.20738 0.27 0.06 0.31 -0.073
C -1.17262 -1.97947 -0.36815 -0.47 0.46 -0.50 -0.313
C 1.24596 -0.78241 0.65268 -0.81 1.23 1.21 0.112
N 0.22482 -0.09828 0.28798 0.31 -1.02 -2.59 -0.418
H -1.66303 0.10448 -0.57777 -0.58 -0.17 0.93 0.244
H -0.37172 -2.66168 -0.59802 0.31 -0.33 0.93 0.221
H -2.18070 -2.36718 -0.44708 0.06 0.11 -0.63 0.249
H 2.11140 -0.18238 0.89186 0.45 -0.41 -0.12 0.231
H 1.12003 -1.82019 0.92585 0.25 -0.12 -0.21 0.230
H 0.34297 0.88534 -0.02358 0.22 0.30 0.79 0.476
H 0.53101 2.98453 -1.14627 -0.07 -0.03 -0.07 0.502
H 0.77451 3.31984 0.31472 -0.06 -0.07 0.17 0.508
O 0.41559 2.63105 -0.25650 0.14 -0.01 -0.21 -0.968
```
Positions in Å, forces in eV/Å.

=====

The following is a quantum chemistry calculation of an isolated molecule of C4H5NO, from OMol25.

The calculation puts the energy above the lowest of the compared OMol25 structures with the same formula, charge and spin at 2.932 eV. The value obtained for the HOMO-LUMO gap is 9.872 eV. The highest occupied orbital energy comes out at -0.32980 Eh. The energy is -7763.5946 eV. Its SMILES is NC1=C[C@H]1C=O.

```
11
Properties=species:S:1:pos:R:3:forces:R:3:nbo_charge:R:1
N 1.74073 -0.04464 0.53616 -0.14 -0.01 0.23 -0.828
C 0.58424 0.56829 0.15707 -0.49 0.15 0.00 0.265
C -0.22335 1.37738 -0.44076 0.43 -0.01 0.03 -0.231
C -0.91817 0.23830 0.25071 0.06 -0.26 0.14 -0.396
C -1.15813 -1.10457 -0.33164 0.16 -0.13 -0.23 0.422
O -0.29305 -1.72560 -0.91956 -0.45 0.17 0.03 -0.569
H 1.84965 -0.95775 0.10836 -0.05 0.12 0.26 0.414
H 2.58957 0.48857 0.62731 -0.10 0.15 -0.32 0.392
H -0.45302 2.29089 -0.95933 0.07 -0.09 -0.08 0.232
H -1.59316 0.47402 1.08764 0.46 -0.16 0.04 0.190
H -2.12666 -1.58992 -0.08996 0.05 0.05 -0.11 0.110
```
Positions in Å, forces in eV/Å.

=====

The following is a quantum chemistry calculation of a structure of composition C23H31N5PSc, from OMol25.

The calculation puts the energy above the lowest of the compared OMol25 structures with the same formula, charge and spin at 1.450 eV. The value obtained for the HOMO-LUMO gap is 6.389 eV. The highest occupied orbital energy comes out at -0.70265 Eh. The energy is -61756.0096 eV. As for the charge: +4.

```
61
Properties=species:S:1:pos:R:3:forces:R:3:nbo_charge:R:1
Sc -4.06590 16.17579 -0.89442 0.32 -0.76 -0.07 1.778
N -4.53935 19.36224 -0.81314 0.17 -0.93 2.75 -0.892
P -3.38128 18.57216 -1.81959 -0.25 0.96 0.00 1.033
C -2.68806 19.80356 -2.96323 -1.42 -0.99 0.71 -0.301
C -3.62940 20.49921 -3.71934 -1.18 -0.01 -0.30 -0.245
C -3.20006 21.47511 -4.56483 0.03 0.45 -0.38 -0.167
C -1.84826 21.73976 -4.66772 0.13 -0.31 0.29 -0.108
C -0.89924 21.07509 -3.89124 -0.04 0.15 0.20 -0.178
C -1.33481 20.07757 -3.01683 0.87 -0.23 0.32 -0.195
C -4.66359 17.57829 -2.67320 -0.70 0.38 0.11 -0.397
C -4.19142 16.47973 -3.38577 0.73 -0.14 -0.70 -0.393
C -5.08732 15.62162 -3.98631 0.21 0.31 0.63 -0.119
C -6.44233 15.72334 -3.79882 -0.46 0.44 0.54 -0.179
C -6.96360 16.78660 -3.08372 -0.79 0.95 0.60 -0.124
C -6.04504 17.71660 -2.45486 -1.01 -0.93 -0.71 -0.204
C -4.90513 18.75345 0.43502 0.47 0.43 -2.04 0.447
C -5.60598 19.47721 1.38563 -0.37 1.31 0.81 -0.257
C -5.90411 18.88801 2.59058 0.74 -0.16 0.28 -0.026
C -5.47061 17.58389 2.84331 -0.49 0.22 0.87 -0.231
C -4.85594 16.90140 1.89176 0.61 -0.50 -2.44 0.045
N -4.60375 17.44539 0.61500 -0.29 0.36 1.37 -0.730
H -4.64695 20.36211 -0.75922 0.18 0.39 -0.43 0.458
H -4.71509 20.34417 -3.74608 0.43 -0.42 0.52 0.231
H -3.90111 22.05647 -5.15879 0.08 -0.21 0.09 0.258
H -1.62058 22.47882 -5.39061 0.87 0.68 -0.39 0.257
H 0.14504 21.38451 -3.92102 -0.23 -0.29 -0.10 0.268
H -0.66126 19.49596 -2.36274 -0.15 0.60 -0.53 0.234
H -3.11426 16.38344 -3.57708 -0.23 0.05 -0.15 0.264
H -4.77498 14.88359 -4.63735 0.98 -1.58 -1.14 0.252
H -7.06379 14.94460 -4.18661 -0.51 -0.06 -0.45 0.268
H -8.10831 16.87128 -3.08649 1.91 0.24 0.52 0.299
H -6.38817 18.52925 -1.81474 -0.16 -0.21 -0.44 0.271
H -5.81098 20.54524 1.22067 -0.03 -0.59 -0.01 0.279
H -6.30270 19.31518 3.49497 -0.57 1.04 -0.43 0.283
H -5.63310 17.17489 3.82002 -0.03 -0.34 0.27 0.278
H -4.55877 15.87279 2.00854 0.19 -0.16 0.17 0.195
N -2.86256 10.35763 -0.64426 1.13 -1.00 0.06 -0.711
C -2.75480 11.62777 -1.46328 -0.57 0.64 -1.46 -0.062
C -4.10922 12.37111 -1.51293 0.22 0.32 1.89 -0.429
C -4.52760 13.02813 -0.12000 0.09 0.43 -0.08 -0.057
N -5.33265 14.31681 -0.27168 1.75 0.28 -0.73 -0.925
C -3.30827 13.29304 0.77160 0.76 0.66 -1.43 -0.414
C -2.02300 13.70254 0.00357 0.86 -1.01 -0.21 -0.069
N -2.06069 14.99976 -0.72219 -0.86 2.72 3.42 -0.927
C -1.64399 12.57822 -1.00964 1.76 -1.38 0.39 -0.470
H -3.80335 9.89043 -0.67477 0.85 0.51 0.08 0.472
H -2.61201 10.62063 0.34357 -0.22 -1.18 -0.96 0.451
H -2.16006 9.63535 -1.06651 -1.27 1.29 1.37 0.495
H -2.46973 11.26011 -2.48215 -0.56 0.42 0.76 0.271
H -4.86017 11.72581 -1.89023 -0.99 -0.65 -0.22 0.260
H -4.04405 13.16114 -2.23185 0.34 0.58 -0.63 0.227
H -5.13200 12.40774 0.52059 -0.55 -0.72 -0.39 0.240
H -5.80261 14.52924 0.59419 -0.36 -0.13 0.39 0.427
H -6.03709 14.28444 -0.98824 -0.63 -0.56 -0.32 0.422
H -3.03838 12.31270 1.14945 -0.03 0.16 0.91 0.224
H -3.50625 14.00962 1.58351 -0.04 -0.58 -0.03 0.245
H -1.22569 13.77721 0.78225 -0.48 0.00 -0.78 0.267
H -1.87756 15.03914 -1.67736 1.08 -0.77 -2.03 0.409
H -1.39586 15.69878 -0.26245 -0.95 -1.20 -0.86 0.453
H -0.79724 11.93577 -0.61967 -0.82 0.69 0.09 0.276
H -1.12992 12.92580 -1.92597 -0.53 0.38 0.40 0.274
```
Positions in Å, forces in eV/Å.

=====

Number 1: E_LUMO -5.519 eV. Number 2: E_LUMO 0.898 eV. Number 3: E_LUMO -12.731 eV.